Density functional theory data (wB97M-V/def2-TZVPD) for an isolated ion of composition C4H6F4N and charge +1 in a non-equilibrium geometry.

Values from the calculation:
Max |F| (hartree/bohr): 0.0778
Charge: +1
DFT total energy (Eh): -609.78132
SMILES: FC1(F)CCC[N+]1(F)F

XYZ file:
```
15
Properties=species:S:1:pos:R:3:forces:R:3
F -2.38697 -1.19531 1.11165 -0.73 -0.21 2.44
C -1.91082 -0.84928 -0.01974 2.18 -0.33 -0.52
F -2.69689 -1.24299 -0.93639 -1.32 -0.53 -2.16
C -0.41024 -1.24454 -0.17308 -0.49 2.19 -2.41
C 0.32142 -0.04410 0.44208 -1.12 0.39 1.12
C -0.34204 1.20388 -0.04526 -2.96 -1.95 -1.85
N -1.93704 0.74380 -0.04972 2.45 1.01 -0.24
F -2.70061 1.28840 -0.99800 0.21 -0.46 -0.87
F -2.41611 1.28169 1.04510 -0.96 -0.09 1.93
H -0.17765 -1.36040 -1.31879 -0.41 -0.03 2.29
H -0.28813 -2.11615 0.40567 0.35 -1.25 0.26
H 0.33326 -0.05618 1.53457 -0.28 -0.26 -0.03
H 1.30869 0.16925 0.18783 2.06 -0.65 -0.71
H -0.45993 2.00371 0.63321 0.72 1.36 0.12
H -0.20436 1.31051 -1.13547 0.30 0.82 0.64
```
Forces are in eV/Å.

Density functional theory data (wB97M-V/def2-TZVPD) for the molecule C4H6F9O3P3 in a non-equilibrium geometry.

Values from the calculation:
Max |F| (hartree/bohr): 0.0814
DFT total energy (Eh): -2304.53275
SMILES: O=P(O)(O)P[PH3]C(F)(F)C(F)(F)C(F)(F)C(F)(F)F

XYZ file:
```
25
Properties=species:S:1:pos:R:3:forces:R:3
O -0.77470 -1.54567 -4.60094 0.02 1.01 3.77
P -0.67054 -1.18956 -3.11144 0.88 -2.16 -3.48
O -1.63360 -2.20447 -2.12077 2.08 1.48 -0.83
O 0.96837 -1.43756 -2.62983 -2.72 -0.51 0.71
P -1.29002 0.88807 -2.71500 -1.51 -0.92 -0.64
P -0.34763 1.36643 -0.74788 0.89 0.52 -0.96
C 0.44536 1.82755 0.93973 1.08 1.85 1.17
F 1.87030 1.69538 0.89927 -2.64 -0.22 0.35
F 0.22272 3.23800 1.09933 0.27 -2.38 -0.16
C -0.20684 1.14162 2.22271 -0.68 1.56 0.39
F 0.32353 1.71293 3.39096 -0.91 -1.59 -2.12
F -1.59040 1.48892 2.19334 2.52 -0.74 0.00
C -0.15879 -0.45172 2.25016 -1.41 -0.98 1.87
F -1.11188 -1.04339 1.38364 2.38 1.48 1.30
F -0.58363 -0.82955 3.55278 0.97 0.84 -2.47
C 1.29240 -1.09488 2.07394 1.38 -2.28 0.90
F 1.24983 -2.38670 2.64874 -0.03 2.64 -1.35
F 1.68068 -1.28579 0.75007 -0.78 0.93 2.59
F 2.25638 -0.40075 2.80651 -2.19 -1.16 -2.02
H -1.21786 -3.09000 -2.04409 -0.39 0.57 -0.21
H 0.99164 -2.25152 -2.07208 0.29 0.82 -0.51
H -0.75145 1.69327 -3.76671 0.41 -0.72 0.31
H 0.61436 2.20403 -1.43912 -0.34 -0.30 0.93
H -1.57678 1.97176 -0.32938 0.54 -0.29 0.09
H -0.00142 -0.01642 -0.63394 -0.12 0.49 0.35
```
Forces are in eV/Å.

Density functional theory data (wB97M-V/def2-TZVPD) for an isolated ion of composition C4H6FN2 and charge +1 in a non-equilibrium geometry.

Values from the calculation:
Max |F| (hartree/bohr): 0.0733
Charge: +1
DFT total energy (Eh): -364.93685
2S+1: 3

XYZ file:
```
13
Properties=species:S:1:pos:R:3:forces:R:3
C -2.33434 0.52125 -0.13496 2.60 -1.05 0.03
C -1.24491 -0.41525 0.08242 -3.44 1.52 -0.24
C 1.03014 -1.13024 -0.48669 1.26 1.03 1.32
C 0.75398 1.07572 0.49971 1.02 0.10 0.22
N -3.12893 1.34395 -0.32466 0.00 -0.12 0.12
N 0.17569 -0.12920 0.00849 -0.72 0.22 1.53
F -1.59964 -1.67553 0.18133 0.86 0.12 0.25
H 0.56934 -2.07171 -0.44921 -0.47 -1.30 -0.33
H 1.93346 -1.06242 0.17847 -0.43 -0.37 -1.08
H 1.18934 -0.72000 -1.46283 0.97 -0.50 -1.34
H 1.83346 1.11698 0.17810 -1.26 0.08 0.46
H 0.64725 1.25620 1.59232 0.09 -0.76 -0.17
H 0.17516 1.89025 0.13751 -0.47 1.02 -0.76
```
Forces are in eV/Å.